(1)
C11H23BrF2LaNO6PSi2 as an isolated structure in a non-equilibrium geometry, computed with wB97M-V/def2-TZVPD.

XYZ file:
```
48
Properties=species:S:1:pos:R:3:mulliken_charge:R:1
La 0.656 -1.782 -1.783 2.018
Br -2.647 -3.688 0.683 -0.008
P 0.242 0.748 3.447 1.146
Si -1.669 0.633 -0.315 0.057
Si 0.653 0.767 1.206 -1.028
F -3.393 0.855 -2.736 -0.174
F -5.279 1.319 -0.439 -0.230
O 0.134 2.216 3.977 -0.466
O -0.960 -0.018 3.684 -0.570
O -3.632 2.976 -2.364 -0.345
O 1.509 0.137 4.166 -0.479
O -4.051 0.959 1.340 -0.356
O -0.551 1.572 0.471 -0.358
N -3.072 1.644 -0.593 0.286
C -3.058 -1.888 0.013 -0.116
C -1.904 -1.023 0.492 -0.842
C 1.984 0.753 -1.513 0.277
C 3.008 -1.623 -0.962 -0.969
C 3.678 -1.886 0.372 -1.269
C 1.975 2.024 -0.736 -1.410
C 3.283 -0.122 -1.426 -1.202
C -3.413 1.921 -1.954 0.463
C -3.241 -1.976 -1.490 -0.968
C 2.214 1.702 0.726 -0.496
C -4.146 1.288 0.217 0.456
H -1.005 -1.604 0.306 0.537
H 3.731 -0.131 -2.401 0.367
H 4.003 0.257 -0.727 0.728
H 1.804 0.961 -2.566 0.695
H 1.075 0.251 -1.082 -0.756
H -3.965 -1.616 0.515 0.597
H 0.809 -0.656 0.666 0.192
H 3.059 1.071 0.943 0.394
H 3.242 -2.723 0.892 0.417
H 3.568 -1.009 0.979 0.322
H 2.177 -0.135 3.535 0.340
H 3.404 -2.322 -1.736 0.354
H -4.098 -1.395 -1.780 0.259
H 0.987 2.416 -0.907 0.540
H -2.357 -1.696 -2.051 0.077
H 1.919 -1.834 -0.874 1.586
H 0.166 2.892 3.294 0.370
H -1.980 -0.931 1.571 0.462
H -1.021 0.369 -1.676 0.009
H 4.720 -2.095 0.205 0.420
H -3.502 -2.983 -1.749 0.543
H 2.652 2.778 -1.108 0.479
H 2.291 2.628 1.268 0.651
```

Results
- Total charge: +3
- LUMO level: -13.59 eV
- HOMO-LUMO gap: 4.91 eV
- HOMO: -18.499 eV



(2)
A 2-piece molecular cluster, C4H8O2 overall, computed with wB97M-V/def2-TZVPD.

XYZ file:
```
14
Properties=species:S:1:pos:R:3:mulliken_charge:R:1
O 0.418 -0.469 -1.451 -0.586
O -0.597 -2.438 0.346 -0.669
C -0.890 1.371 0.415 -0.716
C 0.561 0.998 0.512 -0.180
C 1.286 0.300 -0.632 -0.470
C -0.614 0.370 1.192 -0.066
H -0.174 -1.883 -0.336 0.387
H -1.523 -2.461 0.079 0.300
H -0.372 0.067 -1.609 0.310
H 1.237 1.629 1.100 0.397
H 1.825 1.042 -1.241 0.292
H 2.024 -0.408 -0.240 0.278
H -0.918 -0.412 1.868 0.372
H -1.623 2.057 0.016 0.352
```

Results
- Total charge: 0
- Energy above the lowest of the compared OMol25 structures with the same formula, charge and spin: 78.3 kcal per mole
- LUMO level: 0.83 eV
- HOMO-LUMO gap: 10.57 eV
- SMILES string: OCC1C=C1.O
- HOMO: -9.738 eV



(3)
C52H47ClN5PSc as an isolated structure, computed with wB97M-V/def2-TZVPD.

XYZ file:
```
107
Properties=species:S:1:pos:R:3:mulliken_charge:R:1
Sc -0.840 -0.785 0.864 -1.394
Cl 0.358 -3.912 -1.150 -0.171
P 2.040 -1.386 -0.406 0.811
N -1.733 0.388 -0.842 0.805
N -2.291 2.357 0.254 0.500
N -2.522 2.235 -2.033 0.692
N -0.627 -2.659 2.079 0.795
N -2.837 -1.220 1.431 1.099
C 2.060 -3.144 5.882 -0.750
C 3.318 0.751 0.829 0.701
C -2.587 4.558 1.962 -1.561
C -4.062 3.955 -2.789 0.570
C 1.339 -3.648 4.808 -0.554
C -0.163 1.204 3.073 -0.522
C 0.777 0.288 -3.565 -1.367
C 3.304 -0.080 -0.289 0.348
C -2.154 1.624 -0.869 -0.688
C -1.725 3.380 2.333 1.407
C 2.756 -1.952 5.758 -0.666
C 4.304 1.716 0.972 -1.220
C -1.585 2.266 1.489 0.043
C 1.576 -1.034 -3.531 -0.762
C 4.390 -4.496 -1.709 -0.885
C -1.735 -2.027 -3.197 -0.799
C -4.939 -1.278 2.252 -1.012
C -1.753 -2.951 2.663 0.038
C -1.601 -0.514 -3.496 -1.078
C 2.018 -1.775 3.481 0.404
C -2.847 3.609 -2.193 -0.132
C 4.648 -4.338 0.671 -0.889
C -1.132 -0.270 -1.984 0.016
C -3.467 6.288 -2.518 -0.810
C -4.213 -2.278 2.903 -0.946
C 0.523 -3.505 2.427 -1.267
C -2.268 5.928 -1.921 -0.684
C 0.088 -2.406 -2.059 0.763
C -4.063 -0.660 1.368 -0.315
C -1.276 -1.793 -1.746 -1.565
C 3.488 -3.444 -1.683 -0.398
C -1.049 3.372 3.545 -0.835
C -2.923 -2.217 2.377 -0.309
C 4.971 -4.945 -0.532 -0.684
C -0.265 2.293 3.923 -1.447
C -0.352 -2.651 -3.529 -0.615
C 3.158 -2.828 -0.477 1.342
C 0.438 -1.683 -4.385 -0.137
C -4.346 5.308 -2.951 -0.738
C 0.801 1.323 -1.310 -2.404
C -5.022 2.897 -3.251 -1.416
C -1.952 4.588 -1.770 0.161
C 3.746 -3.285 0.700 -0.572
C 2.736 -1.266 4.551 -1.122
C 1.164 -1.288 -2.035 -0.570
C 5.279 1.857 -0.003 -0.602
C -0.809 1.153 1.829 0.618
C 1.308 -2.968 3.597 0.961
C 4.304 0.051 -1.251 -0.604
C 0.371 0.099 -2.100 2.037
C -0.357 -0.338 -4.388 -0.728
C 5.280 1.025 -1.115 -0.820
H 0.244 2.298 4.878 0.506
H 2.024 -1.246 2.533 0.357
H -5.977 -1.028 2.399 0.465
H 2.608 -1.137 -3.854 0.536
H 5.100 -4.683 1.593 0.484
H -4.566 -2.961 3.660 0.519
H 1.199 1.252 -3.840 0.546
H 0.172 -4.514 2.661 0.611
H 4.326 -0.617 -2.103 0.358
H 1.163 -3.588 1.549 -0.254
H 2.542 0.668 1.584 0.259
H -3.633 4.267 1.820 0.364
H 4.636 -4.970 -2.651 0.459
H -4.259 0.160 0.692 0.413
H 0.429 0.355 3.414 0.618
H 5.672 -5.769 -0.554 0.403
H -1.878 -2.144 -0.901 1.473
H -0.559 0.092 -5.366 0.512
H 0.737 -2.058 -5.361 0.557
H -2.247 5.045 1.042 0.271
H -2.646 -2.556 -3.454 0.312
H -1.573 6.687 -1.586 0.454
H 6.050 1.128 -1.869 0.448
H -5.281 5.594 -3.417 0.401
H -0.340 -3.695 -3.833 0.526
H 2.078 -3.687 6.818 0.409
H -4.633 2.351 -4.116 0.315
H 0.799 -4.582 4.913 0.455
H 1.829 1.589 -1.540 0.756
H -5.220 2.167 -2.462 0.238
H -3.717 7.332 -2.648 0.406
H -2.565 5.307 2.750 0.409
H 0.175 2.152 -1.652 0.943
H 3.318 -1.561 6.596 0.426
H -1.149 4.226 4.203 0.366
H -1.808 -3.777 3.372 0.382
H 6.049 2.611 0.105 0.416
H 3.286 -0.339 4.441 0.501
H 0.696 1.259 -0.228 -0.145
H 4.306 2.360 1.843 0.501
H -5.970 3.341 -3.548 0.430
H 3.509 -2.816 1.649 0.541
H 3.027 -3.119 -2.606 0.257
H -1.011 4.295 -1.321 0.543
H -2.771 3.233 0.113 0.197
H -2.719 1.617 -2.800 -0.028
H -2.504 -0.027 -3.862 1.016
```

Results
- Total charge: +1
- Energy above the lowest of the compared OMol25 structures with the same formula, charge and spin: 5.8 kcal per mole
- LUMO level: -2.15 eV
- HOMO-LUMO gap: 8.03 eV
- HOMO: -10.171 eV



(4)
A 2-piece molecular cluster, C6H13IN3 overall in a non-equilibrium geometry, computed with wB97M-V/def2-TZVPD.

XYZ file:
```
23
Properties=species:S:1:pos:R:3:mulliken_charge:R:1
I 3.510 -0.014 -0.510 0.201
N 0.023 2.228 0.746 -0.496
N 0.012 -1.229 0.368 0.068
N 3.157 0.031 1.580 -0.843
C 0.230 -0.111 0.828 -0.288
C 0.256 -2.800 -1.510 -0.877
C -0.266 -2.281 -0.250 -0.015
C -0.524 1.148 0.538 0.535
C -2.235 2.410 -0.661 -1.112
C -1.798 1.043 -0.175 -0.419
H 0.949 2.376 1.150 0.241
H 1.227 -0.128 1.513 0.474
H -3.305 2.275 -1.123 0.348
H -2.369 3.111 0.277 0.272
H 1.099 -2.332 -1.961 0.294
H 3.461 -0.801 2.051 0.295
H -1.466 2.848 -1.459 0.307
H -0.611 -3.022 -2.137 0.322
H 3.731 0.706 2.099 0.278
H -1.873 0.373 -0.964 0.415
H -2.615 0.829 0.645 0.247
H 0.523 -3.839 -1.067 0.309
H -1.115 -2.821 0.022 0.442
```

Results
- Total charge: +1
- Energy above the lowest of the compared OMol25 structures with the same formula, charge and spin: 52.3 kcal per mole
- LUMO level: -4.32 eV
- HOMO-LUMO gap: 8.66 eV
- HOMO: -12.981 eV



(5)
C22H41OPS3TcTe as an isolated structure in a non-equilibrium geometry, computed with wB97M-V/def2-TZVPD.

XYZ file:
```
70
Properties=species:S:1:pos:R:3:mulliken_charge:R:1
Te -0.684 1.318 0.174 0.979
Tc 0.623 1.496 2.744 0.185
S -0.858 1.734 4.792 -0.104
S 2.466 1.426 4.266 -0.114
S 0.947 3.809 2.753 -0.031
P 0.548 -2.819 -1.827 0.444
O 0.115 -1.370 -1.152 -0.195
C -0.545 4.308 3.695 -0.600
C 3.284 3.039 4.030 -0.696
C -0.784 3.554 4.997 -0.645
C 1.732 1.595 5.944 -0.555
C 3.009 -3.646 -2.919 -1.258
C -0.199 -3.176 -3.412 -0.580
C 2.319 -2.613 -2.013 -0.458
C 0.301 1.098 6.053 -0.740
C -2.650 2.097 0.028 -1.117
C -0.442 0.824 -4.665 -0.765
C -1.075 -0.668 -1.274 -0.169
C 0.294 2.639 -1.159 -1.160
C -2.619 0.172 -3.047 -0.650
C -0.226 0.280 -3.414 -0.490
C -1.683 -3.550 -3.453 -1.288
C -2.828 0.719 -4.301 -0.899
C 0.092 -4.074 -0.632 -0.504
C -2.214 -1.313 -0.529 -1.299
C 2.310 4.193 3.933 -0.685
C -1.745 1.045 -5.111 -0.750
C 0.681 -5.462 -0.949 -1.302
C -1.312 -0.068 -2.590 1.585
H 0.424 -5.806 -1.951 0.388
H 1.822 2.643 6.224 0.370
H 0.791 0.115 -3.074 0.485
H -0.103 1.352 7.034 0.447
H -2.983 1.887 -0.987 0.396
H -3.283 1.617 0.769 0.424
H -1.914 1.469 -6.093 0.502
H -1.744 3.864 5.409 0.524
H -2.596 3.171 0.194 0.482
H -0.135 2.482 -2.146 0.420
H 3.989 3.182 4.851 0.448
H -2.518 -2.206 -1.085 0.372
H 0.107 3.653 -0.809 0.452
H -1.901 -1.624 0.467 0.363
H 1.763 -5.473 -0.836 0.362
H 0.229 0.014 5.955 0.434
H 2.743 -2.614 -1.005 0.398
H 1.358 2.416 -1.150 0.435
H 0.414 -3.728 0.351 0.440
H 0.407 -4.040 -3.719 0.671
H 2.643 -3.597 -3.943 0.389
H 0.397 1.078 -5.299 0.533
H 0.270 -6.182 -0.245 0.407
H -2.328 -2.686 -3.306 0.191
H -0.028 3.777 5.747 0.373
H 4.074 -3.421 -2.944 0.418
H 2.804 5.087 3.552 0.529
H -1.370 4.177 2.993 0.343
H -3.838 0.878 -4.656 0.529
H 2.369 1.021 6.619 0.501
H -1.909 -3.957 -4.438 0.426
H 1.864 4.444 4.894 0.372
H -1.938 -4.321 -2.726 0.372
H -3.482 -0.110 -2.456 0.513
H 2.459 -1.604 -2.415 0.349
H -3.091 -0.675 -0.454 0.600
H -1.000 -4.117 -0.618 0.391
H 3.870 2.917 3.119 0.449
H -0.454 5.379 3.885 0.481
H 0.060 -2.383 -4.116 0.570
H 2.898 -4.665 -2.553 0.313
```

Results
- Total charge: +4
- <S²>: 3.78
- LUMO level (spin up / spin down): -12.95 / -12.73 eV
- HOMO-LUMO gap (spin up / spin down): 6.53 / 6.87 eV
- HOMO (spin up / spin down): -19.482 / -19.598 eV
- 2S+1: 4



(6)
A 6-piece molecular cluster, C23H58N3O10S overall in a non-equilibrium geometry, computed with wB97M-V/def2-TZVPD.

XYZ file:
```
95
Properties=species:S:1:pos:R:3:mulliken_charge:R:1
S 2.169 0.987 -1.183 -0.405
O -3.401 1.081 5.326 -0.518
O 5.082 1.394 -5.708 -0.513
O 1.896 0.858 3.367 -0.505
O 2.405 -4.300 1.347 -0.465
O -0.281 -5.113 1.543 -0.465
O -1.342 1.207 3.440 -0.409
O 1.149 5.855 -1.304 -0.529
O 3.122 1.470 5.840 -0.522
O 2.984 4.339 -2.825 -0.540
O 4.952 -0.031 -3.255 -0.590
N 0.567 -0.904 -0.510 0.370
N -3.196 1.012 -3.699 -0.632
N 2.717 -1.632 -1.157 -0.286
C -0.797 -2.964 -1.169 -1.103
C -4.871 -0.067 0.844 -1.641
C -1.819 2.396 4.078 -0.293
C -2.215 -0.085 -3.670 -0.889
C 3.899 0.748 -5.291 -0.091
C -4.155 -2.537 0.687 -1.491
C -3.903 -1.162 1.319 1.024
C -2.830 -3.271 0.399 -0.313
C 0.142 -2.273 -0.180 -1.265
C 0.750 1.439 -0.109 -0.415
C -2.298 -2.806 -0.955 -0.074
C 1.777 -0.676 -0.940 0.644
C -1.312 0.629 -1.395 -0.175
C -3.265 2.224 4.483 -0.558
C -0.250 0.311 -0.328 0.218
C 0.589 -5.187 2.666 -0.250
C 2.014 -5.387 2.203 -0.592
C 1.802 4.881 -3.420 -0.531
C -0.976 0.218 -2.833 -0.621
C 2.477 2.469 5.072 -0.191
C 2.517 2.128 3.599 -0.439
C 0.722 5.036 -2.374 0.331
C 4.203 -0.442 -4.408 -0.277
H 1.179 1.418 0.891 0.121
H -0.173 5.487 -2.802 0.398
H 2.791 3.436 -2.563 0.254
H 0.214 -4.649 0.861 0.206
H -3.872 2.019 3.606 0.200
H 2.702 -5.465 3.048 0.373
H 0.256 -6.016 3.288 0.370
H 2.517 -3.522 1.904 0.281
H 0.455 4.038 -1.982 -0.347
H 2.987 3.414 5.260 0.341
H -2.639 -1.789 -1.134 -0.208
H -1.910 -0.247 -4.700 0.396
H 2.466 -2.388 -1.782 0.233
H -0.772 0.178 0.621 -0.213
H -4.778 -3.142 1.337 0.495
H -1.703 3.226 3.382 0.332
H -0.273 -2.252 0.826 0.366
H 1.432 2.563 5.401 0.085
H -2.276 0.246 -1.076 -0.029
H -0.482 1.060 -3.322 0.493
H 4.833 -1.155 -4.935 0.351
H -5.306 -0.305 -0.122 0.407
H -4.655 -2.378 -0.266 0.390
H 2.083 5.658 -1.160 0.364
H 0.950 0.971 3.506 0.302
H -2.727 1.905 -3.606 0.261
H -2.873 -0.850 1.146 -0.785
H 3.266 1.464 -4.742 0.021
H -1.749 0.474 3.922 0.306
H -4.016 -1.273 2.397 0.565
H -3.013 1.283 6.183 0.325
H 2.087 5.851 -3.822 0.346
H 3.637 -1.267 -1.361 0.357
H -3.014 -4.341 0.408 0.560
H -0.264 -0.603 -2.878 0.136
H 1.458 4.244 -4.241 0.281
H -2.728 -0.963 -3.286 0.301
H 5.693 1.388 -4.963 0.345
H 2.088 -6.291 1.602 0.274
H 2.897 0.623 5.440 0.331
H -1.421 1.710 -1.382 0.508
H 4.368 0.485 -2.695 0.281
H -0.584 -4.031 -1.158 0.651
H 0.370 2.436 -0.278 0.569
H 1.050 -2.863 -0.107 0.535
H -0.537 -2.629 -2.173 0.431
H -5.652 0.095 1.578 0.413
H -4.339 0.879 0.755 0.296
H 3.364 0.429 -6.186 0.363
H 0.517 -4.259 3.251 0.198
H 2.025 2.909 3.008 0.276
H 3.275 -0.944 -4.104 0.143
H -2.157 -3.044 1.221 0.056
H 3.549 2.026 3.266 0.347
H -1.204 2.593 4.965 0.201
H -2.784 -3.420 -1.711 0.468
H -3.646 3.122 4.975 0.387
H -3.833 0.951 -2.917 0.293
```

Results
- Total charge: +1
- LUMO level: -3.14 eV
- HOMO-LUMO gap: 8.87 eV
- HOMO: -12.003 eV



(7)
One molecule with the formula C20H26N4O3S, computed with wB97M-V/def2-TZVPD.

XYZ file:
```
54
Properties=species:S:1:pos:R:3:mulliken_charge:R:1
S -3.343 1.276 -1.578 -0.405
O 3.429 -2.869 3.780 -0.656
O 0.190 -3.116 -2.084 -0.664
O 3.528 -4.950 2.893 -0.409
N 2.092 -3.446 2.048 0.123
N 1.652 -2.406 -0.522 0.086
N -3.559 3.922 -2.197 0.007
N -1.440 2.969 -2.157 -0.504
C -3.028 5.261 -2.353 -0.834
C -3.155 6.035 -1.040 -0.548
C 2.011 -1.513 0.555 -0.521
C 0.636 -2.209 -1.405 0.334
C -2.716 2.902 -2.002 0.813
C 1.560 -2.111 1.896 -1.105
C 0.530 1.513 -2.096 -0.652
C 5.914 -4.828 3.392 -1.113
C 1.740 -4.343 0.970 -0.705
C 1.001 0.235 -1.878 -0.086
C 2.196 -3.740 -0.363 -0.881
C -4.611 6.041 -0.577 -0.697
C 3.059 -3.683 2.966 0.819
C -0.833 1.764 -1.978 -0.317
C 4.536 -5.293 3.842 -0.281
C -1.700 0.697 -1.652 0.670
C -4.944 3.884 -1.796 -0.945
C 0.135 -0.810 -1.546 0.265
C -5.130 4.609 -0.461 -0.460
C -1.233 -0.583 -1.450 -0.859
H -5.533 4.385 -2.573 0.343
H 5.937 -3.742 3.345 0.309
H -4.696 6.549 0.385 0.340
H 1.194 2.319 -2.362 0.476
H 1.920 -1.505 2.728 0.470
H 1.542 -0.540 0.411 0.530
H 2.207 -5.311 1.136 0.458
H 6.147 -5.233 2.410 0.288
H 2.056 0.029 -1.986 0.481
H 3.289 -3.678 -0.386 0.294
H -2.531 5.553 -0.286 0.296
H 1.840 -4.346 -1.197 0.509
H -5.275 2.847 -1.725 0.447
H 3.100 -1.389 0.564 0.192
H 0.650 -4.463 0.958 0.259
H -3.603 5.761 -3.140 0.336
H -4.573 4.078 0.313 0.245
H 0.466 -2.162 1.923 0.277
H -1.905 -1.397 -1.224 0.468
H 4.491 -6.382 3.914 0.310
H -5.220 6.589 -1.301 0.302
H 4.284 -4.844 4.808 0.330
H -2.795 7.054 -1.182 0.357
H -6.185 4.605 -0.187 0.388
H 6.662 -5.166 4.103 0.381
H -1.987 5.177 -2.661 0.438
```

Results
- Total charge: 0
- Energy above the lowest of the compared OMol25 structures with the same formula, charge and spin: 7.0 kcal per mole
- LUMO level: 0.66 eV
- HOMO-LUMO gap: 8.52 eV
- SMILES string: CCOC(=O)N1CCN(C(=O)c2ccc3nc(N4CCCCC4)sc3c2)CC1
- HOMO: -7.859 eV